1.
46
Properties=species:S:1:pos:R:3:forces:R:3:nbo_charge:R:1 method="wB97M-V/def2-TZVPD" homo_energy_ev=-8.277 total_energy_ev=-32235.390 relative_energy_kcal_mol=23.8 total_charge=0 gap_ev=8.292 smiles="COCc1cc(=O)[nH]c2cc(NC(=O)c3cccc(OC)c3)c(C)cc12"
C -4.597 -2.425 -1.439 0.1 0.0 -0.1 -0.253
O -5.659 -1.983 -0.630 -0.2 0.0 0.1 -0.523
C -5.253 -1.363 0.572 -0.1 -0.1 0.0 -0.093
C -4.586 -0.023 0.335 -0.4 0.2 -0.1 0.036
C -5.376 1.026 0.008 0.0 -0.5 0.1 -0.279
C -4.866 2.348 -0.292 0.3 0.2 0.0 0.616
O -5.532 3.323 -0.580 -0.2 0.1 -0.1 -0.611
N -3.488 2.443 -0.224 0.0 0.4 -0.1 -0.583
C -2.637 1.421 0.087 0.2 -0.7 0.2 0.279
C -1.261 1.633 0.099 0.1 -0.1 0.0 -0.280
C -0.382 0.606 0.398 -0.6 -0.1 -0.2 0.180
N 0.995 0.890 0.387 0.1 0.4 0.2 -0.618
C 1.954 0.204 -0.304 -0.1 0.0 -0.1 0.654
O 1.734 -0.809 -0.933 0.0 0.0 0.0 -0.601
C 3.323 0.791 -0.194 0.4 0.2 -0.1 -0.043
C 3.572 2.154 -0.091 -0.2 -0.2 0.0 -0.259
C 4.881 2.604 -0.015 0.1 0.0 0.0 -0.187
C 5.933 1.714 -0.037 0.0 -0.2 0.0 -0.241
C 5.695 0.343 -0.157 -0.1 0.2 0.0 0.315
O 6.793 -0.452 -0.184 0.0 0.3 0.0 -0.488
C 6.615 -1.842 -0.334 0.0 -0.3 0.0 -0.254
C 4.385 -0.109 -0.241 0.1 -0.2 0.0 -0.291
C -0.876 -0.663 0.749 0.1 0.0 0.0 -0.058
C 0.037 -1.764 1.183 0.1 -0.1 -0.1 -0.637
C -2.241 -0.862 0.723 0.0 0.2 -0.1 -0.106
C -3.155 0.143 0.387 0.4 0.4 0.0 -0.169
H -3.977 -3.161 -0.913 0.0 0.0 0.0 0.162
H -5.054 -2.895 -2.307 0.1 0.0 0.0 0.199
H -3.960 -1.597 -1.768 0.0 0.0 0.0 0.173
H -6.180 -1.208 1.130 0.2 0.0 0.0 0.207
H -4.608 -2.039 1.148 -0.1 0.1 0.0 0.169
H -6.447 0.910 -0.052 -0.1 0.0 0.0 0.231
H -3.097 3.352 -0.440 -0.2 -0.1 0.0 0.412
H -0.876 2.614 -0.145 0.1 0.1 -0.1 0.205
H 1.246 1.814 0.709 0.1 -0.2 0.0 0.404
H 2.768 2.876 -0.108 -0.1 0.1 0.0 0.203
H 5.079 3.663 0.059 0.0 0.1 0.0 0.218
H 6.955 2.054 0.026 0.1 0.0 0.0 0.227
H 6.104 -2.081 -1.271 0.0 0.0 0.0 0.182
H 6.055 -2.267 0.505 0.0 0.0 0.0 0.178
H 7.618 -2.266 -0.350 -0.1 0.0 0.0 0.203
H 4.147 -1.156 -0.348 0.0 -0.1 0.0 0.239
H 0.574 -2.165 0.324 0.0 -0.1 0.1 0.256
H -0.524 -2.565 1.656 0.0 0.0 0.1 0.211
H 0.780 -1.387 1.885 0.1 0.0 0.1 0.216
H -2.608 -1.841 0.989 0.0 -0.1 0.0 0.202


2.
14
Properties=species:S:1:pos:R:3:forces:R:3:nbo_charge:R:1 method="wB97M-V/def2-TZVPD" homo_energy_ev=-9.817 total_energy_ev=-7358.511 relative_energy_kcal_mol=86.3 total_charge=0 gap_ev=10.748
C 0.525 1.176 0.748 -0.3 -1.7 0.4 -0.164
C -0.572 1.539 0.128 -1.3 1.3 -1.9 -0.207
C 0.301 -0.299 0.322 1.2 -2.1 -0.1 -0.248
C -0.900 0.218 -0.518 -2.5 0.2 4.4 0.110
C 1.425 -1.045 -0.491 -2.6 -0.5 -0.3 -0.631
O -2.523 -0.373 0.138 3.4 1.3 -2.4 -0.800
H 1.194 1.726 1.394 0.3 -0.2 -0.1 0.220
H -0.986 2.517 -0.077 -0.3 0.0 0.3 0.207
H -0.026 -1.036 1.133 0.3 1.2 -0.9 0.214
H -1.009 0.128 -1.560 -0.2 -0.5 -1.1 0.206
H 2.010 -1.655 0.144 1.3 0.0 0.7 0.219
H 1.898 -0.520 -1.290 0.9 1.1 0.2 0.215
H 0.960 -1.818 -1.117 -0.6 -0.1 0.3 0.215
H -2.298 -0.559 1.046 0.3 0.0 0.6 0.444